{"formula": "C41H70BrN5O7S", "method": "ωB97M-V/def2-TZVPD", "symbols": ["C", "C", "C", "O", "C", "C", "C", "C", "C", "O", "O", "Br", "C", "C", "C", "C", "O", "C", "N", "C", "S", "N", "H", "H", "H", "H", "H", "H", "H", "H", "H", "H", "H", "H", "H", "H", "H", "H", "C", "C", "C", "C", "C", "C", "N", "O", "C", "C", "C", "H", "H", "H", "H", "H", "H", "H", "H", "H", "H", "H", "H", "H", "H", "H", "H", "H", "H", "C", "C", "C", "C", "C", "C", "N", "O", "C", "C", "C", "H", "H", "H", "H", "H", "H", "H", "H", "H", "H", "H", "H", "H", "H", "H", "H", "H", "H", "C", "C", "C", "C", "C", "C", "N", "O", "C", "C", "C", "H", "H", "H", "H", "H", "H", "H", "H", "H", "H", "H", "H", "H", "H", "H", "H", "H", "H"], "coordinates": [[3.130, -3.506, 2.860], [4.656, -2.971, 3.128], [5.379, -2.254, 1.844], [4.494, -1.430, 1.007], [4.542, -0.005, 1.370], [2.958, 0.529, 1.398], [2.512, 1.853, 2.317], [0.920, 2.355, 2.319], [0.373, 3.668, 3.160], [0.445, 4.864, 2.518], [-0.220, 3.624, 4.510], [0.375, 2.169, 5.468], [-0.128, 1.465, 1.415], [-1.733, 1.792, 1.336], [-2.518, 0.659, 2.472], [-3.411, -0.603, 1.701], [-1.962, -0.792, 2.467], [0.429, 0.190, 0.540], [-0.541, -0.640, -0.320], [-0.121, -0.614, -1.635], [0.689, -0.889, -3.143], [1.917, -0.220, 0.545], [3.090, -4.659, 3.166], [2.766, -3.444, 1.750], [2.361, -2.974, 3.597], [5.309, -3.937, 3.380], [4.696, -2.306, 4.114], [5.773, -3.133, 1.141], [6.357, -1.689, 2.208], [5.186, 0.645, 0.603], [5.005, 0.216, 2.432], [3.276, 2.460, 2.986], [-2.043, 2.849, 1.735], [-2.159, 1.520, 0.278], [-2.989, 1.148, 3.530], [-4.311, -0.276, 2.419], [-3.517, -1.705, 2.023], [2.150, -1.038, -0.072], [1.104, -9.125, 6.612], [1.903, -7.798, 6.768], [1.606, -7.157, 8.153], [0.227, -6.509, 8.242], [0.005, -5.530, 7.097], [0.258, -6.162, 5.704], [1.574, -6.880, 5.625], [2.587, -5.907, 5.553], [-0.903, -7.135, 5.363], [0.122, -5.046, 4.618], [3.397, -8.258, 6.766], [0.205, -9.152, 7.234], [0.809, -9.299, 5.570], [1.695, -10.001, 6.899], [2.360, -6.389, 8.376], [1.700, -7.910, 8.945], [-0.557, -7.272, 8.251], [0.140, -5.974, 9.198], [-1.022, -5.139, 7.155], [0.666, -4.663, 7.243], [-0.714, -7.660, 4.420], [-1.849, -6.592, 5.246], [-1.092, -7.880, 6.136], [0.806, -4.206, 4.783], [-0.889, -4.619, 4.617], [0.308, -5.448, 3.615], [3.668, -8.723, 5.810], [3.578, -8.999, 7.556], [4.097, -7.437, 6.960], [3.310, 6.406, -4.530], [3.063, 4.955, -5.039], [1.813, 4.920, -5.963], [0.493, 5.038, -5.207], [0.408, 4.009, -4.087], [1.627, 4.055, -3.130], [2.938, 4.030, -3.863], [3.140, 2.717, -4.328], [1.536, 5.326, -2.243], [1.497, 2.887, -2.100], [4.317, 4.649, -5.922], [2.400, 7.012, -4.525], [3.737, 6.413, -3.520], [4.028, 6.948, -5.155], [1.799, 3.980, -6.532], [1.872, 5.723, -6.708], [0.365, 6.049, -4.809], [-0.340, 4.880, -5.907], [-0.523, 4.171, -3.522], [0.317, 3.009, -4.534], [2.426, 5.431, -1.611], [0.669, 5.275, -1.572], [1.410, 6.248, -2.809], [1.428, 1.904, -2.579], [0.589, 2.996, -1.494], [2.350, 2.873, -1.411], [5.236, 4.662, -5.323], [4.429, 5.401, -6.714], [4.253, 3.683, -6.433], [-3.592, 2.903, -3.082], [-4.158, 1.767, -3.984], [-3.321, 1.656, -5.289], [-3.590, 2.782, -6.284], [-5.080, 2.919, -6.567], [-5.929, 3.071, -5.279], [-5.614, 2.022, -4.252], [-6.186, 0.813, -4.688], [-5.707, 4.487, -4.682], [-7.441, 3.081, -5.676], [-3.912, 0.468, -3.149], [-3.051, 3.664, -3.651], [-4.385, 3.397, -2.509], [-2.883, 2.525, -2.336], [-3.535, 0.701, -5.788], [-2.250, 1.638, -5.051], [-3.182, 3.728, -5.915], [-3.061, 2.569, -7.223], [-5.240, 3.783, -7.230], [-5.412, 2.039, -7.136], [-6.231, 4.598, -3.725], [-6.096, 5.262, -5.354], [-4.658, 4.738, -4.527], [-7.742, 2.181, -6.224], [-7.669, 3.930, -6.332], [-8.080, 3.172, -4.789], [-4.478, 0.488, -2.210], [-2.850, 0.364, -2.892], [-4.179, -0.445, -3.693]], "e_homo_ha": [-0.3917, -0.4101], "spin_multiplicity": 4, "e_tot_ha": -5375.62498, "largest_force_ev_per_a": 9.65, "orbital_gap_ev": [5.648, 6.150], "relative_energy_kj_mol": 805.0, "total_charge": 1}

{"formula": "C41H71BrFN3O7PS", "method": "ωB97M-V/def2-TZVPD", "symbols": ["C", "C", "O", "C", "O", "C", "C", "Br", "C", "C", "C", "C", "C", "C", "C", "C", "C", "C", "C", "N", "P", "O", "O", "O", "C", "C", "C", "C", "S", "C", "C", "C", "F", "H", "H", "H", "H", "H", "H", "H", "H", "H", "H", "H", "H", "H", "H", "H", "H", "H", "H", "H", "H", "H", "H", "H", "H", "H", "H", "H", "H", "H", "H", "H", "H", "H", "H", "H", "C", "C", "C", "C", "C", "C", "N", "O", "C", "C", "C", "H", "H", "H", "H", "H", "H", "H", "H", "H", "H", "H", "H", "H", "H", "H", "H", "H", "H", "C", "C", "C", "C", "C", "C", "N", "O", "C", "C", "C", "H", "H", "H", "H", "H", "H", "H", "H", "H", "H", "H", "H", "H", "H", "H", "H", "H", "H"], "coordinates": [[4.271, 1.566, 2.977], [3.479, 0.544, 3.606], [3.652, -0.866, 3.374], [2.693, -1.345, 2.418], [2.296, -2.515, 2.565], [2.199, -0.419, 1.208], [3.098, -0.276, -0.063], [4.791, -1.294, -0.021], [2.634, 0.648, -1.226], [3.611, 0.712, -2.493], [4.555, 2.037, -2.511], [4.909, 2.590, -1.024], [6.450, 3.135, -1.102], [3.997, 3.869, -0.680], [4.433, 4.576, 0.719], [3.147, 4.989, 1.600], [1.920, 5.487, 1.079], [1.801, 6.508, -0.169], [0.566, 4.990, 1.835], [1.381, 1.425, -1.185], [0.819, 2.526, -2.424], [0.732, 3.926, -1.758], [-0.746, 2.013, -2.935], [1.727, 2.722, -3.810], [0.486, 1.299, -0.018], [-0.914, 2.024, 0.152], [-2.148, 0.950, 0.085], [-3.403, 1.473, 0.964], [-4.009, 0.211, 2.195], [0.869, 0.385, 1.209], [-0.056, 0.207, 2.510], [-0.589, -1.309, 2.568], [-0.438, -1.997, 1.302], [5.402, 1.449, 2.805], [3.782, 2.543, 2.622], [2.695, 0.888, 4.380], [2.992, 0.593, -3.466], [4.351, -0.174, -2.540], [4.174, 2.866, -3.193], [5.573, 1.708, -2.954], [4.917, 1.777, -0.222], [6.783, 3.395, -0.027], [7.133, 2.302, -1.480], [6.473, 4.088, -1.729], [4.088, 4.588, -1.570], [2.930, 3.481, -0.512], [5.114, 5.463, 0.470], [4.976, 3.757, 1.320], [3.223, 4.905, 2.749], [2.306, 7.520, 0.064], [2.280, 6.027, -1.104], [0.678, 6.641, -0.403], [-0.350, 5.047, 1.155], [0.449, 5.689, 2.749], [0.754, 3.927, 2.203], [-0.825, 2.403, -3.840], [1.808, 3.700, -3.972], [-1.168, 2.842, -0.588], [-0.944, 2.513, 1.201], [-2.450, 0.852, -1.014], [-1.762, -0.078, 0.433], [-4.276, 1.761, 0.285], [-3.086, 2.412, 1.535], [-3.635, 0.684, 3.462], [0.623, 0.384, 3.432], [-0.903, 0.960, 2.598], [-1.698, -1.327, 2.833], [0.006, -1.888, 3.364], [0.498, -4.801, 3.840], [1.570, -5.565, 4.665], [1.681, -7.020, 4.156], [0.510, -7.903, 4.573], [0.281, -7.832, 6.078], [0.139, -6.387, 6.603], [1.230, -5.488, 6.119], [2.355, -5.788, 6.824], [-1.239, -5.821, 6.182], [0.056, -6.433, 8.151], [2.897, -4.835, 4.325], [0.932, -4.304, 2.969], [-0.282, -5.456, 3.448], [0.024, -4.011, 4.432], [2.605, -7.475, 4.535], [1.767, -7.029, 3.064], [-0.400, -7.614, 4.035], [0.715, -8.938, 4.284], [-0.611, -8.415, 6.332], [1.120, -8.330, 6.579], [-1.333, -4.768, 6.466], [-2.052, -6.357, 6.680], [-1.442, -5.907, 5.117], [0.918, -6.931, 8.604], [-0.827, -6.991, 8.477], [-0.018, -5.426, 8.571], [2.874, -3.795, 4.660], [3.072, -4.830, 3.245], [3.771, -5.320, 4.768], [-4.602, -0.842, -6.706], [-3.891, 0.539, -6.745], [-3.325, 0.875, -5.348], [-4.393, 1.285, -4.339], [-5.268, 2.403, -4.893], [-5.867, 2.075, -6.277], [-4.842, 1.577, -7.246], [-4.109, 2.648, -7.655], [-6.993, 1.026, -6.115], [-6.612, 3.330, -6.800], [-2.695, 0.315, -7.707], [-3.918, -1.659, -6.952], [-5.008, -1.082, -5.722], [-5.412, -0.897, -7.439], [-2.599, 1.697, -5.430], [-2.767, 0.019, -4.953], [-5.007, 0.423, -4.058], [-3.910, 1.624, -3.416], [-6.068, 2.619, -4.178], [-4.663, 3.317, -4.956], [-7.377, 0.709, -7.089], [-7.839, 1.441, -5.560], [-6.691, 0.138, -5.563], [-5.967, 4.211, -6.852], [-7.440, 3.595, -6.136], [-7.031, 3.153, -7.794], [-3.039, 0.068, -8.715], [-2.069, -0.512, -7.358], [-2.035, 1.185, -7.771]], "e_homo_ha": [-0.3752, -0.3855], "spin_multiplicity": 3, "e_tot_ha": -5708.48648, "largest_force_ev_per_a": 7.04, "orbital_gap_ev": [5.151, 5.431], "total_charge": 1}